Record 1
ORCA calculation (ωB97M-V with the def2-TZVPD basis set) on 5 unconnected molecules or ions with the total composition C24H45ClN4O2P.

highest occupied orbital energy = -11.80 eV
molar mass = 488.1 g/mol
multiplicity = 1
E_tot = -57478.662 eV
largest force on an atom = 0.2 eV Å⁻¹
relative energy (zero: lowest compared OMol25 entry of this formula, charge and spin) = 0.0 kcal per mole
net charge = +1

Positions of all 77 atoms, in Å:
C  6.385  -1.071  -2.475
C  5.581  -1.918  -1.851
C  5.275  -1.834  -0.377
P  3.684  -1.099  -0.037
O  3.500  -0.885  1.523
Cl  3.655  0.696  -0.863
C  2.304  -2.063  -0.582
C  0.974  -1.303  -0.549
C  -0.217  -2.238  -0.812
C  -1.370  -1.523  -1.492
O  -1.945  -0.599  -0.589
C  -1.820  0.757  -0.977
H  6.877  -0.256  -1.954
H  6.592  -1.175  -3.532
H  5.118  -2.735  -2.393
H  5.216  -2.827  0.083
H  6.018  -1.242  0.166
H  3.780  -0.030  1.877
H  2.307  -2.918  0.105
H  2.546  -2.437  -1.583
H  0.858  -0.824  0.426
H  0.986  -0.501  -1.291
H  -0.588  -2.617  0.144
H  0.091  -3.108  -1.401
H  -2.129  -2.245  -1.804
H  -1.019  -1.000  -2.391
H  -2.261  1.361  -0.187
H  -0.774  1.055  -1.102
H  -2.348  0.963  -1.913
C  2.504  -5.441  4.711
C  3.986  -5.096  4.737
C  4.337  -3.913  3.824
C  4.006  -4.163  2.423
N  3.711  -4.363  1.329
H  2.184  -5.753  3.715
H  2.287  -6.256  5.399
H  1.896  -4.584  5.009
H  4.581  -5.961  4.442
H  4.295  -4.822  5.746
H  5.401  -3.679  3.884
H  3.788  -3.020  4.133
C  0.383  -0.315  7.522
C  0.656  -0.426  6.029
C  1.476  -1.673  5.672
C  2.791  -1.674  6.320
N  3.819  -1.653  6.833
H  1.311  -0.224  8.088
H  -0.228  0.561  7.737
H  -0.152  -1.193  7.890
H  1.186  0.461  5.677
H  -0.283  -0.479  5.476
H  1.626  -1.746  4.592
H  0.946  -2.574  5.986
C  -2.172  1.957  -5.512
C  -3.236  2.905  -4.975
C  -2.638  4.160  -4.330
C  -1.784  3.837  -3.185
N  -1.125  3.583  -2.280
H  -1.526  1.593  -4.710
H  -2.635  1.094  -5.990
H  -1.540  2.451  -6.253
H  -3.867  2.394  -4.246
H  -3.901  3.224  -5.777
H  -3.424  4.830  -3.977
H  -2.034  4.715  -5.051
C  -6.238  5.637  -2.586
C  -6.934  6.215  -3.811
C  -7.902  5.221  -4.462
C  -7.214  4.018  -4.934
N  -6.648  3.090  -5.306
H  -5.647  4.757  -2.847
H  -5.574  6.372  -2.131
H  -6.964  5.332  -1.830
H  -6.198  6.529  -4.554
H  -7.502  7.104  -3.535
H  -8.414  5.669  -5.315
H  -8.668  4.912  -3.748



Record 2
ORCA calculation (ωB97M-V with the def2-TZVPD basis set) on 5 unconnected molecules or ions with the total composition C24H45IO11 in a non-equilibrium geometry.

highest occupied orbital energy = -9.95 eV
molar mass = 636.5 g/mol
multiplicity = 1
E_tot = -56240.409 eV
largest force on an atom = 2.4 eV Å⁻¹
relative energy (zero: lowest compared OMol25 entry of this formula, charge and spin) = 4.8 kcal per mole
SMILES = CCCCC[C@@H]1OC(=O)O[C@@H]1I.CCOC(C)=O.CCOC(C)=O.CCOC(C)=O.CCOC(C)=O

Positions of all 81 atoms, in Å:
C  -2.292  4.624  1.084
C  -2.949  4.755  -0.303
C  -3.490  3.421  -0.874
C  -2.923  2.962  -2.237
C  -2.485  1.478  -2.241
C  -1.025  1.135  -2.464
O  -0.965  -0.311  -2.111
C  -0.700  -0.389  -0.796
O  -1.017  -1.290  -0.045
O  -0.030  0.730  -0.382
C  0.079  1.567  -1.517
I  0.446  3.618  -1.120
H  -1.289  5.037  1.080
H  -2.179  3.586  1.382
H  -2.855  5.138  1.853
H  -3.801  5.417  -0.184
H  -2.266  5.217  -1.008
H  -3.358  2.657  -0.114
H  -4.564  3.526  -0.992
H  -3.750  3.022  -2.937
H  -2.162  3.633  -2.619
H  -2.854  0.991  -1.345
H  -3.000  0.989  -3.065
H  -0.669  1.159  -3.485
H  1.003  1.281  -2.012
C  2.963  2.174  3.425
C  2.871  3.517  2.734
O  1.549  4.058  2.788
C  1.091  4.804  3.810
C  1.868  4.833  5.105
O  0.043  5.372  3.684
H  2.750  2.255  4.491
H  3.963  1.754  3.306
H  2.236  1.480  3.001
H  3.600  4.230  3.122
H  3.082  3.400  1.671
H  1.534  4.009  5.734
H  1.648  5.770  5.610
H  2.946  4.774  4.976
C  -3.178  -6.416  1.538
C  -3.905  -5.282  2.232
O  -3.169  -4.778  3.345
C  -2.233  -3.810  3.226
C  -1.712  -3.451  1.854
O  -1.796  -3.312  4.224
H  -2.232  -6.082  1.110
H  -3.792  -6.827  0.736
H  -2.954  -7.210  2.250
H  -4.163  -4.478  1.542
H  -4.840  -5.647  2.653
H  -0.873  -4.105  1.616
H  -1.363  -2.431  1.882
H  -2.458  -3.517  1.066
C  5.669  -1.353  0.044
C  4.990  -0.161  0.686
O  5.762  0.379  1.761
C  6.725  1.307  1.591
C  7.250  1.577  0.201
O  7.182  1.844  2.559
H  6.617  -1.075  -0.417
H  5.028  -1.787  -0.724
H  5.880  -2.114  0.794
H  4.744  0.614  -0.042
H  4.052  -0.473  1.143
H  8.068  0.888  -0.007
H  7.635  2.593  0.177
H  6.499  1.491  -0.581
C  -2.067  -3.607  -2.787
C  -1.855  -2.707  -3.986
O  -1.034  -3.331  -4.981
C  -1.527  -4.127  -5.949
C  -2.942  -4.645  -5.828
O  -0.807  -4.457  -6.847
H  -2.607  -4.515  -3.056
H  -2.633  -3.083  -2.015
H  -1.106  -3.909  -2.370
H  -2.798  -2.365  -4.418
H  -1.310  -1.822  -3.677
H  -2.929  -5.574  -5.259
H  -3.311  -4.853  -6.828
H  -3.631  -3.946  -5.361



Record 3
ORCA calculation (ωB97M-V with the def2-TZVPD basis set) on a molecular structure, C24H45N4O2PdSbSi3.

highest occupied orbital energy = -0.99 eV
molar mass = 734.1 g/mol
multiplicity = 1
E_tot = -69326.842 eV
largest force on an atom = 0.5 eV Å⁻¹
relative energy (zero: lowest compared OMol25 entry of this formula, charge and spin) = 11.3 kcal per mole
net charge = -2

Positions of all 80 atoms, in Å:
Pd  1.604  -1.516  -0.069
C  -0.698  1.024  -1.903
Sb  1.145  0.867  -0.811
C  2.277  -0.529  -1.872
C  1.714  -1.369  -2.949
C  2.494  -1.835  -4.025
C  1.956  -2.706  -4.952
C  0.634  -3.103  -4.824
C  -0.080  -2.577  -3.758
N  0.426  -1.750  -2.857
Si  4.096  -0.575  -1.478
C  4.558  0.720  -0.188
C  5.267  -0.178  -2.938
C  4.669  -2.271  -0.885
C  -2.787  1.629  1.148
C  -2.042  0.447  1.554
C  -1.593  0.265  2.890
C  -0.856  -0.841  3.253
C  -0.576  -1.818  2.299
C  -1.084  -1.603  1.026
N  -1.783  -0.531  0.651
Si  -4.334  1.394  0.240
C  -5.837  1.139  1.395
C  -4.412  -0.098  -0.922
C  -4.866  2.894  -0.806
Si  -2.225  3.288  1.602
C  -3.441  4.307  2.671
C  -0.557  3.345  2.505
C  -1.887  4.434  0.118
H  -0.504  1.678  -2.757
H  -1.405  1.496  -1.217
H  -1.074  0.060  -2.223
H  3.518  -1.511  -4.127
H  2.572  -3.075  -5.766
H  0.169  -3.795  -5.514
H  -1.124  -2.846  -3.614
H  4.233  1.720  -0.484
H  5.649  0.732  -0.091
H  4.140  0.497  0.796
H  4.906  0.670  -3.527
H  5.422  -1.022  -3.614
H  6.249  0.091  -2.535
H  4.373  -2.459  0.150
H  5.761  -2.337  -0.964
H  4.226  -3.065  -1.492
H  -1.864  1.006  3.631
H  -0.502  -0.945  4.273
H  0.039  -2.682  2.508
H  -0.888  -2.333  0.241
H  -5.645  0.291  2.060
H  -6.767  0.944  0.850
H  -5.982  2.022  2.026
H  -4.432  -1.027  -0.347
H  -3.545  -0.146  -1.578
H  -5.329  -0.047  -1.523
H  -4.951  3.808  -0.212
H  -5.850  2.690  -1.241
H  -4.163  3.085  -1.620
H  -3.621  3.796  3.622
H  -4.408  4.406  2.167
H  -3.066  5.314  2.882
H  -0.495  2.748  3.414
H  -0.341  4.386  2.770
H  0.235  3.008  1.829
H  -2.779  4.647  -0.472
H  -1.148  3.974  -0.546
H  -1.477  5.389  0.470
N  2.065  0.793  3.281
N  2.837  -0.351  2.876
H  1.129  0.751  2.882
H  2.514  1.606  2.876
H  2.535  -0.667  1.951
H  2.591  -1.108  3.502
C  2.119  -5.570  1.408
C  1.994  -4.145  0.866
O  1.616  -3.994  -0.316
O  2.261  -3.209  1.663
H  2.070  -6.301  0.603
H  1.299  -5.751  2.107
H  3.052  -5.677  1.964